12
Properties=species:S:1:pos:R:3:lowdin_charge:R:1 method="wB97M-V/def2-TZVPD" gap_ev=6.6 e_lumo_ev=6.14 homo_energy_ev=-0.50 e_tot_ev=-36055.7126 spin_multiplicity=1 charge=-2 de_lowest_kj_mol=573.48
C 2.83 0.91 0.49 -0.1196
C 0.64 0.33 -0.15 -0.2388
O 0.49 -2.63 0.05 -0.4822
O -2.60 1.36 1.01 -0.4727
O -1.18 -1.27 1.23 -0.4419
O -1.29 -1.34 -1.23 -0.5205
O -0.15 1.27 -0.13 -0.2209
O -2.68 1.50 -1.40 -0.4966
S -0.40 -1.38 -0.01 0.4162
S -2.17 0.72 -0.23 0.8038
H 3.40 0.76 -0.54 -0.1402
H 3.11 -0.23 0.90 -0.0865